# C12H17BrN3O5STi

C12H17BrN3O5STi as an isolated structure (the ωB97M-V functional and the def2-TZVPD basis, the Open Molecules 2025 dataset).

Properties
gap between HOMO and LUMO = 8.134 eV
LUMO energy = -11.2 eV
calculated total energy = -4828.714816 Eh
energy above the lowest of the compared OMol25 structures with the same formula, charge and spin = 0.0 kcal per mole

The geometry in ORCA input format:
```
! RIJCOSX wB97M-V def2-TZVPD def2/J DEFGRID3
* xyz 3 1
H -1.62470 -1.11691 -3.81621
C -0.29328 -1.93391 2.57274
H -1.44912 0.80351 -2.34230
O -0.94816 -2.03284 -0.85286
Br -2.06788 -1.41774 2.25977
H -2.55069 -4.63757 -3.76571
O 3.76470 -1.23704 0.32041
H -1.45327 -3.41228 -4.45848
H -0.55112 -3.00569 4.41980
H -1.37017 4.07767 2.07550
H 1.86700 -3.54415 4.57719
C 1.49783 -2.96763 3.73786
H 0.22043 3.35702 -1.39999
Ti -0.08798 -0.54602 -0.03674
C 2.39047 -2.53266 2.74746
H 0.05246 0.31653 -2.82279
C 0.67576 3.98772 -0.63186
N 0.55056 -1.52928 1.63029
H -1.14176 5.19512 -0.44040
O 1.63726 -0.67158 -0.35907
C -1.37753 -2.18788 -2.04924
N -1.32562 -1.11592 -2.84922
H 0.07543 5.50162 0.78626
H -3.15596 -2.96550 -3.96188
N -0.76769 0.04748 -2.27612
C 2.62427 -1.26372 0.54765
O -1.80886 -3.32722 -2.39359
O -0.34020 1.11356 0.67378
H 3.44932 -2.75203 2.78950
C -2.28395 -3.58856 -3.77881
H 1.35738 4.66925 -1.13919
H 2.08518 2.34110 0.01208
H 2.02473 3.75248 1.07119
C -0.38504 4.71981 0.18142
C -1.05155 3.69302 1.10712
C 0.14400 -2.67279 3.66113
C 1.43764 3.13944 0.37651
C 1.86465 -1.81496 1.70584
H -1.88260 3.14593 0.65859
S 0.19806 2.41264 1.46238
*
```